Computed, not measured: 4 unconnected molecules or ions with the total composition C5H21N2O4 at a distorted geometry, with ωB97M-V/def2-TZVPD.

## Properties
- E_HOMO (spin up / spin down): -0.6526 / -0.6526 Eh
- Orbital gap (spin up / spin down): 11.92 / 6.33 eV
- Energy relative to the best compared isomer or geometry (same formula, charge and spin): 5.332 eV

Structure (ORCA input):
```
! RIJCOSX wB97M-V def2-TZVPD def2/J DEFGRID3
* xyz 2 2
N 1.397 0.691 0.029
C 1.426 -0.364 1.035
C 0.620 -1.682 0.506
N -0.801 -1.471 0.779
C -1.058 -2.351 1.925
C -1.741 -1.607 -0.348
C -1.599 -0.205 -0.943
O -0.467 0.045 -1.889
H 0.515 0.672 -0.533
H 2.165 0.763 -0.597
H 1.461 1.593 0.506
H 0.626 -0.053 1.834
H 2.501 -0.342 1.374
H 0.666 -1.822 -0.605
H 0.994 -2.468 1.228
H -2.119 -2.218 2.201
H -0.968 -3.476 1.703
H -0.450 -1.883 2.615
H -2.765 -2.012 -0.124
H -1.492 -2.420 -1.080
H -2.523 -0.063 -1.540
H -1.480 0.503 -0.068
H -0.561 -0.801 -2.508
H 3.822 -0.707 -1.953
H 3.262 0.362 -2.785
O 3.007 -0.381 -2.297
H -1.955 2.965 -0.961
H -2.824 2.309 -0.236
O -1.997 2.423 -0.386
H -0.101 3.550 1.547
H 0.468 3.352 2.792
O 0.794 3.528 1.882
*
```

Mulliken atomic charge list, values in e, 6 entries:
1. N 0.0295
2. C -0.5500
3. C -0.5940
4. N 0.2277
5. C -1.1032
6. C -0.4467